{
  "formula": "C9H19PS",
  "method": "ωB97M-V/def2-TZVPD",
  "charge": 0,
  "e_lumo_ev": [-0.44, -1.90],
  "e_above_lowest_kcal_mol": 0.0,
  "energy_ha": -1093.7731,
  "gap_ev": [8.526, 5.770],
  "symbols": ["C", "C", "C", "C", "C", "C", "C", "C", "C", "P", "S", "H", "H", "H", "H", "H", "H", "H", "H", "H", "H", "H", "H", "H", "H", "H", "H", "H", "H", "H"],
  "positions_angstrom": [[0.92287, -0.72041, -0.43934], [2.20127, -0.94615, 0.36186], [-0.29360, -1.44741, 0.15626], [3.35078, -0.08076, -0.16859], [4.68985, -0.45377, 0.45414], [-3.81279, -0.05189, 0.26298], [-2.46714, 2.03110, 0.65825], [-2.03303, 0.62857, -1.35543], [-2.42920, 0.59732, 0.11707], [-1.28658, -0.35660, 1.28705], [2.98507, 1.67700, 0.14063], [0.74163, 0.35844, -0.47869], [1.07816, -1.06197, -1.46637], [2.02251, -0.69952, 1.41211], [2.49501, -1.99857, 0.30454], [-0.94009, -1.83480, -0.63271], [0.04494, -2.29854, 0.75115], [3.41089, -0.18167, -1.25878], [4.90834, -1.50886, 0.27094], [4.66562, -0.27968, 1.52958], [5.48824, 0.14916, 0.01991], [-3.80489, -1.07072, -0.12290], [-4.11729, -0.08570, 1.30875], [-4.55356, 0.51931, -0.29309], [-1.48153, 2.49114, 0.58103], [-2.77026, 2.04217, 1.70360], [-3.17380, 2.63391, 0.08822], [-1.06718, 1.10982, -1.49343], [-1.99913, -0.36593, -1.79293], [-2.77512, 1.20503, -1.90584]],
  "nbo_charge": [-0.41, -0.41, -0.75, -0.37, -0.61, -0.62, -0.62, -0.62, -0.33, 0.59, 0.10, 0.21, 0.20, 0.21, 0.20, 0.22, 0.23, 0.22, 0.22, 0.21, 0.22, 0.21, 0.22, 0.21, 0.21, 0.21, 0.20, 0.21, 0.21, 0.21]
}

=====

{
  "formula": "C9H19PS2",
  "method": "ωB97M-V/def2-TZVPD",
  "charge": 0,
  "e_lumo_ev": 0.01,
  "smiles": "CC(C)=C=S.CCP(CC)SC",
  "e_above_lowest_kcal_mol": 0.0,
  "energy_ha": -1491.9550,
  "gap_ev": 8.050,
  "symbols": ["C", "C", "C", "C", "S", "H", "H", "H", "H", "H", "H", "C", "C", "P", "C", "C", "S", "C", "H", "H", "H", "H", "H", "H", "H", "H", "H", "H", "H", "H", "H"],
  "positions_angstrom": [[3.36981, -0.23907, -1.75097], [3.08156, -0.31165, -0.26484], [3.11924, -1.62643, 0.45680], [2.97439, 0.86037, 0.30851], [2.76311, 2.37030, 0.77188], [3.23016, -1.27464, -2.12381], [2.59660, 0.37391, -2.23395], [4.36592, 0.10407, -1.96996], [2.09936, -2.08125, 0.52246], [3.82320, -2.29917, -0.00830], [3.48376, -1.37119, 1.48496], [-1.72459, 1.58276, 2.55676], [-0.73368, 1.51817, 1.41167], [-0.97091, 0.37690, -0.12966], [-1.76267, -1.04905, 0.78553], [-2.29819, -2.17927, -0.11873], [-2.79191, 0.93064, -1.08266], [-2.08403, 1.22298, -2.70917], [-2.64188, 1.56980, 2.11311], [-1.52782, 0.88441, 3.29227], [-1.69389, 2.56705, 3.02185], [0.19120, 1.30465, 1.90747], [-0.59637, 2.48033, 1.01986], [-0.86390, -1.41070, 1.31019], [-2.52767, -0.63947, 1.51731], [-2.35050, -3.10289, 0.42009], [-3.27449, -1.96181, -0.50442], [-1.56845, -2.14652, -0.90247], [-2.18700, 0.36469, -3.26827], [-1.03381, 1.12484, -2.61586], [-2.46655, 2.05723, -3.21764]],
  "nbo_charge": [-0.60, -0.20, -0.61, -0.01, 0.09, 0.21, 0.23, 0.22, 0.22, 0.22, 0.23, -0.61, -0.68, 0.67, -0.71, -0.61, -0.11, -0.73, 0.20, 0.20, 0.21, 0.22, 0.22, 0.21, 0.22, 0.21, 0.22, 0.20, 0.21, 0.23, 0.22]
}

=====

{
  "formula": "C9H20BBr8Na3O3",
  "method": "ωB97M-V/def2-TZVPD",
  "charge": 0,
  "e_lumo_ev": -2.09,
  "e_above_lowest_kcal_mol": 154.9,
  "energy_ha": -21684.2316,
  "gap_ev": 2.475,
  "symbols": ["Na", "Na", "Na", "C", "O", "O", "O", "B", "H", "H", "H", "H", "Br", "C", "C", "Br", "H", "H", "H", "H", "Br", "C", "C", "Br", "H", "H", "H", "H", "Br", "C", "C", "Br", "H", "H", "H", "H", "Br", "C", "C", "Br", "H", "H", "H", "H"],
  "positions_angstrom": [[-3.71095, 0.17270, 4.53824], [-2.29068, -2.11712, -1.08359], [-0.56324, -3.94038, 3.27280], [-4.37789, -5.16084, 1.28750], [-3.35095, -5.52270, 0.73505], [-5.13164, -5.98233, 1.86269], [-4.64648, -3.95320, 1.39008], [-0.62514, 0.11236, 1.56836], [-0.52941, 0.30243, 2.62617], [-0.10413, -0.77077, 1.23241], [-1.68186, -0.03166, 1.40452], [-0.28478, 0.96374, 0.99955], [-0.20992, 1.39157, -4.17179], [1.67266, 1.80242, -3.75967], [2.44547, 0.97225, -4.76611], [4.34977, 1.38420, -4.56022], [1.82898, 1.41567, -2.75265], [1.83949, 2.87363, -3.87269], [2.23087, 1.05560, -5.83152], [2.36105, -0.08093, -4.49819], [3.54134, -3.85402, -0.76245], [5.39298, -4.27969, -0.13805], [5.69264, -3.21624, 0.90997], [5.99451, -1.46503, 0.01665], [6.12296, -4.29086, -0.94743], [5.41358, -5.26672, 0.32394], [6.66825, -3.36310, 1.37334], [4.98076, -3.10760, 1.72820], [-6.87024, -0.11475, -3.17574], [-7.12765, 1.04768, -1.54524], [-7.67149, 2.42237, -2.01032], [-8.14094, 3.42268, -0.30792], [-6.12012, 1.12963, -1.13748], [-7.84028, 0.57494, -0.86939], [-8.58481, 2.40861, -2.60508], [-6.90258, 2.95548, -2.56949], [5.44718, 3.68584, 3.97356], [3.74018, 3.17409, 3.12280], [2.60156, 4.10678, 3.47674], [2.96464, 5.77859, 2.44076], [3.54895, 2.14028, 3.41050], [3.82218, 3.21967, 2.03684], [2.43378, 4.32627, 4.53115], [1.67148, 3.67839, 3.10319]],
  "nbo_charge": [0.70, 0.95, 0.71, 0.89, -0.80, -0.69, -0.76, -0.86, -0.03, -0.05, -0.05, 0.00, -0.04, -0.42, -0.44, -0.02, 0.24, 0.24, 0.24, 0.22, -0.03, -0.42, -0.44, -0.02, 0.24, 0.23, 0.23, 0.23, -0.05, -0.41, -0.40, -0.05, 0.22, 0.23, 0.23, 0.22, -0.02, -0.44, -0.42, -0.04, 0.23, 0.23, 0.23, 0.24]
}

=====

{
  "formula": "C9H20BClFO6P",
  "method": "ωB97M-V/def2-TZVPD",
  "charge": 0,
  "e_lumo_ev": 0.56,
  "smiles": "COB(O)P(F)Cl.CCOC(C)=O.CCOC(C)=O",
  "e_above_lowest_kcal_mol": 0.0,
  "energy_ha": -1732.7686,
  "gap_ev": 9.392,
  "symbols": ["C", "O", "B", "O", "P", "F", "Cl", "H", "H", "H", "H", "C", "C", "O", "C", "C", "O", "H", "H", "H", "H", "H", "H", "H", "H", "C", "C", "O", "C", "C", "O", "H", "H", "H", "H", "H", "H", "H", "H"],
  "positions_angstrom": [[0.89139, 1.58064, 0.38354], [0.02064, 2.58687, -0.14434], [-1.25113, 2.76897, 0.28283], [-1.89019, 3.94905, 0.07045], [-2.28839, 1.34062, 1.17634], [-3.70790, 2.09599, 1.20061], [-2.49058, 0.24986, -0.57571], [0.51988, 1.15891, 1.31730], [1.85485, 2.05021, 0.57542], [1.02780, 0.79515, -0.36003], [-1.28256, 4.62694, -0.24143], [3.63161, -1.54512, 5.50504], [2.80504, -0.29969, 5.74045], [2.12544, 0.13183, 4.55291], [0.93111, -0.36531, 4.17674], [0.35734, -1.56825, 4.88363], [0.37415, 0.14063, 3.23917], [3.00798, -2.39751, 5.23605], [4.18556, -1.80014, 6.40901], [4.34365, -1.37652, 4.69760], [2.09661, -0.42695, 6.55943], [3.44606, 0.54137, 5.99828], [0.68130, -2.46005, 4.34604], [-0.72512, -1.50548, 4.81643], [0.65008, -1.66517, 5.92491], [-0.11777, 0.28989, -6.20839], [-1.26426, -0.59310, -6.65401], [-1.30554, -1.83172, -5.93822], [-1.91641, -1.96084, -4.73650], [-2.38214, -0.72579, -4.00371], [-2.01741, -3.05962, -4.26759], [-0.22553, 0.59334, -5.16712], [-0.07833, 1.18982, -6.82336], [0.82718, -0.24324, -6.31119], [-2.22346, -0.07826, -6.58667], [-1.13293, -0.89041, -7.69330], [-1.57926, -0.39571, -3.34433], [-3.23409, -1.00405, -3.38952], [-2.66468, 0.10282, -4.64675]],
  "nbo_charge": [-0.26, -0.72, 0.77, -0.87, 0.90, -0.57, -0.33, 0.22, 0.19, 0.18, 0.49, -0.64, -0.07, -0.50, 0.81, -0.74, -0.59, 0.21, 0.22, 0.22, 0.18, 0.20, 0.25, 0.25, 0.22, -0.64, -0.07, -0.51, 0.80, -0.75, -0.57, 0.21, 0.22, 0.22, 0.17, 0.20, 0.25, 0.25, 0.22]
}

=====

{
  "formula": "C9H20BF4PS2",
  "method": "ωB97M-V/def2-TZVPD",
  "charge": 0,
  "e_lumo_ev": -0.89,
  "e_above_lowest_kcal_mol": 126.3,
  "energy_ha": -1916.8924,
  "gap_ev": 8.854,
  "symbols": ["C", "C", "C", "S", "C", "C", "C", "S", "P", "C", "C", "C", "H", "H", "H", "H", "H", "H", "H", "H", "H", "H", "H", "H", "H", "H", "H", "H", "H", "H", "H", "H", "B", "F", "F", "F", "F"],
  "positions_angstrom": [[0.09335, 2.69078, -0.03528], [-1.24272, 2.03598, 0.01183], [-1.58135, 0.47127, -0.34033], [-0.12991, -0.70576, -0.21510], [-0.67344, -2.32735, -1.04420], [0.72431, -3.13892, -1.38836], [1.01681, -3.06341, -3.00697], [2.17382, -1.62112, -3.32964], [0.33225, -1.26047, 1.80229], [-1.37253, -1.69296, 2.63990], [1.18372, 0.20007, 2.76731], [1.97435, -0.52109, 4.04805], [1.12654, 2.14675, -0.18248], [0.10913, 3.87955, 0.03779], [-2.17286, 2.72242, 0.30900], [-2.47679, 0.11348, 0.32593], [-1.96422, 0.45247, -1.46976], [-1.23549, -2.93252, -0.18337], [-1.36462, -2.14988, -1.98394], [0.66315, -4.27173, -1.01788], [1.58486, -2.64363, -0.73691], [1.43552, -4.11172, -3.33086], [0.00565, -2.85849, -3.56484], [2.26594, -0.80839, -2.15668], [-1.23837, -1.53912, 3.79932], [-1.53884, -2.83966, 2.45080], [-2.23781, -1.06123, 2.16873], [1.97128, 0.76328, 2.08147], [0.33420, 0.91067, 3.14605], [2.81262, -1.22001, 3.57422], [2.45043, 0.29855, 4.77110], [1.21598, -1.23120, 4.59275], [-0.84900, 5.06265, -2.90800], [-0.80021, 5.95049, -1.75775], [0.32531, 4.20557, -2.90870], [-2.04746, 4.24275, -2.83682], [-0.87361, 5.85192, -4.12865]],
  "nbo_charge": [-0.36, -0.26, -0.59, 0.48, -0.52, -0.43, -0.53, -0.05, 0.63, -0.94, -0.68, -0.64, 0.20, 0.28, 0.27, 0.24, 0.29, 0.25, 0.28, 0.24, 0.24, 0.25, 0.22, 0.15, 0.27, 0.25, 0.25, 0.27, 0.25, 0.23, 0.26, 0.21, 1.37, -0.59, -0.60, -0.60, -0.58]
}

=====

{
  "formula": "C9H20BrN",
  "method": "ωB97M-V/def2-TZVPD",
  "charge": 0,
  "e_lumo_ev": -0.06,
  "e_above_lowest_kcal_mol": 10.3,
  "energy_ha": -2983.6527,
  "gap_ev": 6.614,
  "symbols": ["C", "C", "C", "C", "N", "C", "C", "C", "C", "C", "H", "H", "H", "H", "H", "H", "H", "H", "H", "H", "H", "H", "H", "H", "H", "H", "H", "H", "H", "H", "Br"],
  "positions_angstrom": [[-1.42333, 2.46082, -1.38741], [-0.21190, 1.85306, -2.06342], [0.53123, 0.85278, -1.19700], [-0.28923, -0.39914, -0.92320], [-0.04816, -1.00918, 0.45026], [1.40211, -1.24163, 0.76405], [1.65958, -0.69228, 2.16421], [0.60438, 0.40487, 2.30330], [-0.59014, -0.16332, 1.57725], [-0.78654, -2.31163, 0.43652], [-2.20715, 1.73319, -1.14181], [-1.92133, 3.23333, -1.97165], [-1.17986, 2.91051, -0.41356], [0.44692, 2.66031, -2.39378], [-0.49085, 1.37171, -3.00713], [0.78471, 1.34490, -0.25045], [1.47679, 0.59925, -1.67718], [-0.02313, -1.17608, -1.63515], [-1.35466, -0.19251, -0.95995], [1.60896, -2.30824, 0.68054], [2.02761, -0.79408, -0.00253], [1.56688, -1.47180, 2.91981], [2.66392, -0.27666, 2.20103], [0.38024, 0.72826, 3.31659], [1.01411, 1.28086, 1.79706], [-1.11827, -0.83550, 2.25367], [-1.31984, 0.53899, 1.18085], [-1.82402, -2.09409, 0.18482], [-0.70940, -2.78770, 1.40867], [-0.40650, -2.92961, -0.37342], [-0.26313, -1.28940, -4.24098]],
  "nbo_charge": [-0.61, -0.42, -0.43, -0.23, -0.21, -0.22, -0.42, -0.42, -0.22, -0.40, 0.19, 0.23, 0.18, 0.21, 0.27, 0.18, 0.24, 0.29, 0.22, 0.23, 0.24, 0.21, 0.24, 0.24, 0.22, 0.21, 0.24, 0.23, 0.21, 0.25, -0.95]
}